Arrangement P

Formula: C6H18O2
Source: OMol25
Level of theory: the ωB97M-V functional and the def2-TZVPD basis

Geometry (Å):
1 C -1.7714 2.0020 -0.7204
2 C -1.6873 0.5284 -0.3918
3 C -0.9175 0.2188 0.8909
4 C -1.1479 -1.2143 1.3854
5 C 0.0184 -1.6454 2.3317
6 C -2.4937 -1.4754 2.0193
7 H -2.1702 2.1956 -1.7122
8 H -2.4497 2.6552 -0.1628
9 H -0.7857 2.4531 -0.5842
10 H -1.1641 0.0423 -1.2147
11 H -2.6825 0.0914 -0.2819
12 H -1.3269 0.9080 1.6437
13 H 0.1410 0.4208 0.8636
14 H -1.0128 -1.8954 0.5357
15 H -0.2310 -1.3342 3.3288
16 H 0.9646 -1.3170 1.9326
17 H -0.0172 -2.7374 2.3627
18 H -3.2819 -0.7470 1.8318
19 H -2.7103 -2.5430 2.0293
20 H -2.5021 -1.2605 3.1092
21 H 5.6812 2.8588 -3.4232
22 H 6.1288 1.7465 -2.3957
23 O 5.3905 2.2604 -2.7321
24 H 3.7170 -0.3541 -2.9749
25 H 3.0920 -0.7855 -4.2903
26 O 3.2186 -1.0723 -3.3804

Gap between HOMO and LUMO in eV: 11.167
Structure (SMILES): CCCC(C)C.O.O
Charge: 0

Atom charges from the Mulliken analysis, given in e for atoms 1 to 5: -1.346, -0.199, -0.928, 0.746, -1.613

Arrangement Q

Formula: C6H18O2
Source: OMol25
Level of theory: the ωB97M-V functional and the def2-TZVPD basis

Geometry (Å):
1 C 2.1579 1.5877 -0.8284
2 C 0.8885 1.2870 -0.0439
3 C 0.9352 0.1430 0.9697
4 C 2.0222 0.3494 2.0533
5 C -0.4564 -0.2013 1.5069
6 C -1.0902 -1.4376 0.8522
7 H 2.5199 0.7502 -1.4308
8 H 1.8866 2.3923 -1.5162
9 H 2.9864 1.9144 -0.2160
10 H 0.0614 1.0463 -0.7127
11 H 0.5860 2.1830 0.4639
12 H 1.3225 -0.7404 0.4659
13 H 2.9235 0.6954 1.5562
14 H 2.2136 -0.5247 2.6695
15 H 1.6290 1.0897 2.7642
16 H -0.4308 -0.2952 2.5976
17 H -1.1673 0.6127 1.3670
18 H -0.3422 -1.9886 0.2816
19 H -1.5140 -2.1402 1.5690
20 H -1.8054 -1.2149 0.0650
21 H -1.7832 -1.7701 -2.2362
22 H -0.7213 -1.2617 -3.2549
23 O -1.0833 -1.1198 -2.3746
24 H -4.5893 -0.7781 -2.4271
25 H -3.1278 -0.4727 -2.1048
26 O -4.0216 -0.1058 -2.0365

Gap between HOMO and LUMO in eV: 10.852
Structure (SMILES): CCC(C)CC.O.O
Charge: 0

Atom charges from the Mulliken analysis, given in e for atoms 1 to 5: -1.303, -0.616, 0.713, -1.715, -0.747

arrangement Q ends up most stable, edging out the next structure by 5.1 kcal/mol.

Arrangement P

Formula: C5H10OS2
Source: OMol25
Level of theory: the ωB97M-V functional and the def2-TZVPD basis

Geometry (Å):
1 C -2.6897 0.2894 0.4566
2 C -0.2071 -0.7364 -0.0661
3 C 1.0015 -0.8324 -0.9819
4 C 0.7889 0.4132 -0.1848
5 C 1.6773 0.6809 1.0039
6 H -2.2530 1.2677 0.5618
7 H -2.7003 -0.1902 1.3983
8 H -3.7467 0.4209 0.1308
9 H -0.1084 -1.3064 0.8316
10 H 0.8103 -0.7621 -2.0573
11 H 1.7996 -2.5669 -0.8133
12 H 1.1650 1.2612 1.7763
13 H 2.5372 1.2681 0.7029
14 H 1.9742 -0.2689 1.4356
15 H -0.6328 1.4682 -1.7686
16 O 2.0549 -1.6529 -0.6175
17 S -1.8383 -0.7144 -0.7796
18 S 0.3673 1.9609 -1.0288

Gap between HOMO and LUMO in eV: 9.261
Structure (SMILES): CS[C@H]1[C@H](O)[C@@]1(C)S
Charge: 0

Atom charges from the Mulliken analysis, given in e for atoms 1 to 5: -0.808, -0.583, -0.362, 0.785, -1.553

Arrangement Q

Formula: C5H10OS2
Source: OMol25
Level of theory: the ωB97M-V functional and the def2-TZVPD basis

Geometry (Å):
1 C 0.1598 -1.2327 0.6569
2 C -1.2773 0.6090 1.2764
3 C 0.0279 0.7762 -0.7737
4 C -1.7738 -1.0303 -0.6475
5 C -0.7257 -0.2191 0.1010
6 O 0.9499 -2.0695 0.7715
7 S 4.1746 -0.3308 -0.6096
8 S 3.2778 0.7575 0.8967
9 H -0.7572 1.5540 1.4319
10 H -2.2211 0.9894 0.9222
11 H -1.6446 0.0267 2.1167
12 H -0.6309 1.6303 -1.0821
13 H 0.4762 0.2753 -1.7314
14 H 0.8510 1.2652 -0.1630
15 H -1.2987 -1.9771 -1.0689
16 H -2.1587 -0.4411 -1.4111
17 H -2.5787 -1.1220 0.1719
18 H 5.1496 0.5392 -0.8578

Gap between HOMO and LUMO (alpha / beta) in eV: 9.071 / 3.590
Charge: 0

Atom charges from the Mulliken analysis, given in e for atoms 1 to 5: -0.537, -1.660, -1.416, -1.483, 2.271

Arrangement R

Formula: C5H10OS2
Source: OMol25
Level of theory: the ωB97M-V functional and the def2-TZVPD basis

Geometry (Å):
1 C -2.7215 -0.5941 0.6114
2 C -0.2306 0.3256 -0.3128
3 C 0.4881 1.3308 -1.1408
4 C 0.2752 1.2137 0.9176
5 C 2.1277 -1.4058 -0.1844
6 H -2.4577 0.1348 1.3065
7 H -2.0659 -1.5429 0.8996
8 H -3.7948 -0.8270 0.4045
9 H 1.1537 0.8514 -1.8012
10 H -0.2844 1.9155 -1.6977
11 H -0.2947 1.8519 1.5349
12 H 1.1699 0.5712 1.3638
13 H 2.4414 -0.4489 -0.7369
14 H 2.3625 -2.3909 -0.7909
15 H 2.5502 -1.5781 0.8915
16 O 1.1418 1.8940 -0.0160
17 S -2.0116 0.1928 -0.8742
18 S 0.1507 -1.4940 -0.3748

Gap between HOMO and LUMO in eV: 9.252
Charge: 0

Atom charges from the Mulliken analysis, given in e for atoms 1 to 5: -0.715, 0.312, -0.803, -0.307, -0.833

arrangement P ends up most stable, edging out the next structure by 58.0 kcal/mol.

Arrangement P

Formula: C3H10NO2
Source: OMol25
Level of theory: the ωB97M-V functional and the def2-TZVPD basis

Geometry (Å):
1 C 0.7965 1.0582 -1.1115
2 N -0.3633 0.3966 -0.4376
3 C 0.0752 -0.4845 0.6677
4 C 0.4102 -1.7799 -0.0157
5 O 0.1163 -2.0673 -1.3897
6 H 0.4294 1.4779 -2.0341
7 H 1.5675 0.2923 -1.3838
8 H 1.3700 1.8204 -0.4550
9 H -0.6862 -0.2996 -1.1479
10 H -0.6595 -0.7842 1.5024
11 H 0.9809 -0.0809 1.2691
12 H 0.1119 -2.6585 0.6242
13 H 1.5125 -1.7111 0.1039
14 H -1.1842 1.3959 1.2680
15 H -2.4485 1.8457 0.8330
16 O -2.0286 1.5790 1.7071

⟨S²⟩: 0.75
2S+1: 2
Gap between HOMO and LUMO (alpha / beta) in eV: 10.224 / 7.409
Charge: 0

Atom charges from the Mulliken analysis, given in e for atoms 1 to 5: -0.843, -0.360, -0.511, -0.309, -0.382

Arrangement Q

Formula: C3H10NO2
Source: OMol25
Level of theory: the ωB97M-V functional and the def2-TZVPD basis

Geometry (Å):
1 C -0.7628 0.2936 1.1135
2 N -0.2169 0.5333 -0.2341
3 C 0.7963 -0.4854 -0.6574
4 C 2.2793 -0.1167 -0.3613
5 O 2.4472 1.2045 -0.1865
6 H -1.3526 1.1524 1.4253
7 H -0.0047 0.0800 1.8762
8 H -1.4235 -0.5771 1.1140
9 H 0.4766 1.2680 -0.0641
10 H 0.6235 -0.6267 -1.7268
11 H 0.4728 -1.3740 -0.1112
12 H 3.0323 -0.5948 -1.0062
13 H 2.5338 -0.5944 0.6143
14 H -2.4795 0.5105 -0.6692
15 H -3.0746 -0.7979 -0.5732
16 O -3.3472 0.1248 -0.5532

⟨S²⟩: 0.75
2S+1: 2
Gap between HOMO and LUMO (alpha / beta) in eV: 10.511 / 7.724
Charge: 0

Atom charges from the Mulliken analysis, given in e for atoms 1 to 5: -1.001, -0.330, -0.693, -0.212, -0.388

arrangement Q ends up most stable, edging out the next structure by 19.4 kcal/mol.

Arrangement P

Formula: C3H9N2O3
Source: OMol25
Level of theory: the ωB97M-V functional and the def2-TZVPD basis

Geometry (Å):
1 O 1.4305 -1.2372 2.8104
2 C 0.8933 -0.8928 1.8111
3 N 1.1871 -1.7450 0.7523
4 C -0.1871 0.1441 1.5426
5 N -0.1555 0.4792 0.1234
6 C -1.4674 0.5565 -0.6041
7 O -1.3226 1.6395 -1.4136
8 H 0.8606 -1.4500 -0.2294
9 H 1.7246 -2.5130 0.8757
10 H -0.0736 1.0138 2.1864
11 H -1.1234 -0.3211 1.9454
12 H 0.3013 1.3911 0.0896
13 H -2.2839 0.6798 0.2033
14 H -1.6280 -0.3001 -1.2941
15 H 0.9030 0.3215 -2.4652
16 H 0.1063 1.4188 -3.0746
17 O 0.8348 0.8151 -3.2590

Gap between HOMO and LUMO in eV: 6.947
Charge: -1

Atom charges from the Mulliken analysis, given in e for atoms 1 to 5: -0.660, 0.416, -0.326, -0.352, -0.154

Arrangement Q

Formula: C3H9N2O3
Source: OMol25
Level of theory: the ωB97M-V functional and the def2-TZVPD basis

Geometry (Å):
1 C 0.6806 -0.2496 1.6182
2 N 0.2844 -1.0926 0.4692
3 C -0.5469 -0.4445 -0.5263
4 O -0.7774 0.7771 -0.3323
5 O -1.0489 -1.2370 -1.3721
6 C 2.1138 0.3181 1.7588
7 N 2.3290 1.4944 0.9061
8 H 0.6953 -0.9876 2.5243
9 H -0.1818 0.5675 1.7564
10 H 0.9581 -1.8361 0.2238
11 H 2.1783 0.5722 2.8173
12 H 2.8844 -0.4779 1.6563
13 H 1.4830 1.5528 0.2309
14 H 2.9721 1.3234 0.2022
15 H -1.9499 0.5992 -2.1008
16 H -2.8641 -0.6808 -2.1954
17 O -2.9179 0.3112 -2.2764

Gap between HOMO and LUMO in eV: 8.414
Charge: -1

Atom charges from the Mulliken analysis, given in e for atoms 1 to 5: -0.604, -0.182, 0.661, -0.774, -0.822

arrangement Q ends up most stable, edging out the next structure by 28.9 kcal/mol.

Arrangement P

Formula: C5H5N3
Source: OMol25
Level of theory: the ωB97M-V functional and the def2-TZVPD basis

Geometry (Å):
1 C -2.1732 -0.3313 0.1322
2 C 0.0908 -0.3978 -0.3027
3 C 1.3348 -1.0992 0.0263
4 C 2.2752 -0.2136 0.1532
5 C 1.6475 1.0275 -0.0274
6 H -1.4142 1.3390 0.6559
7 H -2.9596 -1.2251 -0.1890
8 H 1.3220 -2.1055 0.1199
9 H 3.4314 -0.0541 0.4472
10 H 2.3523 2.0507 0.2853
11 N -2.4353 0.9318 0.0821
12 N -1.0292 -1.0248 0.0114
13 N 0.3526 0.9618 -0.2663

Gap between HOMO and LUMO in eV: 7.578
Structure (SMILES): [H]/N=C\N=C1\C=CC=N1
Charge: 0

Atom charges from the Mulliken analysis, given in e for atoms 1 to 5: 0.035, 0.680, -0.759, -0.031, -0.013

Arrangement Q

Formula: C5H5N3
Source: OMol25
Level of theory: the ωB97M-V functional and the def2-TZVPD basis

Geometry (Å):
1 C 0.4014 0.7871 0.5272
2 C -0.3999 -1.2950 0.1714
3 C -0.8556 -2.2601 -0.7543
4 C -1.8052 -2.2968 -1.7336
5 C 0.8304 2.0453 0.1202
6 H 0.8119 0.9667 2.3498
7 H -0.8013 0.1748 -1.0351
8 H 0.7108 -1.4853 0.6755
9 H -1.2240 -1.0569 0.8353
10 H -2.2853 -3.0723 -2.4298
11 N 0.6170 0.2433 1.7525
12 N 0.0967 -0.2207 -0.4724
13 N 1.2522 3.2045 0.0940

Gap between HOMO and LUMO in eV: 9.196
Structure (SMILES): [H]/N=C(\C#N)NCC#C
Charge: 0

Atom charges from the Mulliken analysis, given in e for atoms 1 to 5: 0.463, -0.111, -0.192, -0.431, 0.238

arrangement P ends up most stable, edging out the next structure by 41.2 kcal/mol.

Arrangement P

Formula: C2HNO2
Source: OMol25
Level of theory: the ωB97M-V functional and the def2-TZVPD basis

Geometry (Å):
1 C 0.1072 0.4897 0.2603
2 C -0.1335 -0.2953 -0.9029
3 H -0.8089 -1.3006 0.8587
4 N -0.0137 -1.3153 -1.5624
5 O -0.5882 -0.2773 1.2528
6 O 0.7210 1.4450 0.4889

Gap between HOMO and LUMO in eV: 11.610
Structure (SMILES): N#CC(=O)O
Charge: 0

Atom charges from the Mulliken analysis, given in e for atoms 1 to 5: 0.622, 0.220, 0.388, -0.368, -0.494

Arrangement Q

Formula: C2HNO2
Source: OMol25
Level of theory: the ωB97M-V functional and the def2-TZVPD basis

Geometry (Å):
1 C -0.6980 1.1107 0.5597
2 C 0.1005 -0.5201 -0.0566
3 N 1.0828 -0.9689 -0.5139
4 O 2.1727 -1.4421 -0.5742
5 O -1.0468 0.1003 -0.1796
6 H -1.6112 1.7201 0.7647

Gap between HOMO and LUMO in eV: 8.372
Charge: 0

Atom charges from the Mulliken analysis, given in e for atoms 1 to 5: -0.349, 0.398, 0.542, -0.623, -0.156

arrangement P ends up most stable, edging out the next structure by 142.6 kcal/mol.